Molecular formula: C3H10N4
Method: DFT, ωB97M-V with the def2-TZVPD basis set

Energy relative to the best compared isomer or geometry (same formula, charge and spin) = 459.3 kJ/mol
Strongest force on any atom = 1.19 eV Å⁻¹
Gap between HOMO and LUMO (alpha / beta) = 7.91 / 7.91 eV
Charge = 0
Energy = -9228.8238 eV
Highest occupied orbital energy (alpha / beta) = -7.1 / -7.1 eV

Each line ends with the Mulliken charge.
Geometry (Å):
C 0.9295 -0.9629 0.9313  -0.668
C 1.1932 1.4095 -0.6455  -0.696
N 1.9698 -0.4034 0.1473  -0.804
C -0.4726 -0.6369 0.4010  0.490
N -1.8180 0.7644 -0.8519  -0.790
N -1.5377 -1.3573 0.8131  -0.405
N -0.5472 0.3285 -0.4367  0.101
H 2.0136 -0.9421 -0.7193  0.236
H -1.7693 0.9726 -1.8439  0.248
H -2.0582 1.6197 -0.3548  0.212
H -2.4388 -1.1822 0.3928  0.238
H -1.3842 -2.1608 1.4000  0.212
H 0.9702 -2.0638 1.0262  0.442
H 0.9562 -0.5638 1.9565  0.277
H 1.5610 1.8435 0.2738  0.305
H 1.9730 1.2587 -1.3791  0.287
H 0.4595 2.0764 -1.1108  0.315



Molecular formula: C3H10N4
Method: DFT, ωB97M-V with the def2-TZVPD basis set

Energy relative to the best compared isomer or geometry (same formula, charge and spin) = 259.0 kJ/mol
Strongest force on any atom = 2.87 eV Å⁻¹
Gap between HOMO and LUMO = 8.19 eV
Charge = 0
Energy = -9230.8991 eV
Highest occupied orbital energy = -7.4 eV

Each line ends with the Mulliken charge.
Geometry (Å):
C 1.0231 -0.1551 0.0378  0.451
C -0.2482 -0.6788 0.6898  -0.781
C -1.2519 -0.0247 -0.2716  0.536
N 2.0228 -1.0727 -0.2094  -0.518
N 1.4295 1.0886 0.4762  -0.595
N -1.4086 1.3833 0.0632  -0.580
N -2.2970 -0.6336 -0.7880  -0.844
H -0.0198 0.1089 -1.1188  -0.023
H 1.7120 -1.9726 -0.5402  0.222
H 2.2445 1.4636 0.0088  0.198
H 0.6339 1.7333 0.4616  0.361
H 2.8473 -0.7330 -0.6849  0.235
H -1.9940 1.8260 -0.6361  0.255
H -1.8812 1.4573 0.9598  0.241
H -2.1833 -1.6445 -0.7801  0.202
H -0.2956 -1.7637 0.5931  0.316
H -0.3335 -0.3824 1.7388  0.324



Molecular formula: C3H10N4
Method: DFT, ωB97M-V with the def2-TZVPD basis set

Energy relative to the best compared isomer or geometry (same formula, charge and spin) = 116.6 kJ/mol
Strongest force on any atom = 3.59 eV Å⁻¹
Gap between HOMO and LUMO = 9.91 eV
Charge = +2
Energy = -9215.6967 eV
Highest occupied orbital energy = -15.9 eV

Each line ends with the Mulliken charge.
Geometry (Å):
C 5.2447 1.6297 -0.1931  0.204
C -8.5367 -2.8310 1.3007  0.348
C -7.5035 -2.5221 2.1328  -0.722
N -9.3772 -3.1753 0.5968  0.066
N 6.5093 1.8693 0.2019  -0.372
N 4.7748 1.3908 -1.3583  -0.485
N 5.4334 1.9844 -2.5202  -0.152
H 4.5162 1.3461 0.5587  0.339
H -6.5764 -2.4351 1.5566  0.313
H -7.6552 -1.5371 2.6215  0.333
H -7.4968 -3.2493 2.9368  0.321
H -10.0083 -3.0120 -0.1489  0.341
H 6.8453 1.8094 1.2028  0.257
H 7.1728 2.3667 -0.3606  0.182
H 6.4302 2.1262 -2.4114  0.322
H 5.2341 1.3669 -3.2403  0.334
H 4.9931 2.8724 -2.8757  0.369



Copy entry 2 word for word.
Molecular formula: C3H10N4
Method: DFT, ωB97M-V with the def2-TZVPD basis set

Energy relative to the best compared isomer or geometry (same formula, charge and spin) = 259.0 kJ/mol
Strongest force on any atom = 2.87 eV Å⁻¹
Gap between HOMO and LUMO = 8.19 eV
Charge = 0
Energy = -9230.8991 eV
Highest occupied orbital energy = -7.4 eV

Each line ends with the Mulliken charge.
Geometry (Å):
C 1.0231 -0.1551 0.0378  0.451
C -0.2482 -0.6788 0.6898  -0.781
C -1.2519 -0.0247 -0.2716  0.536
N 2.0228 -1.0727 -0.2094  -0.518
N 1.4295 1.0886 0.4762  -0.595
N -1.4086 1.3833 0.0632  -0.580
N -2.2970 -0.6336 -0.7880  -0.844
H -0.0198 0.1089 -1.1188  -0.023
H 1.7120 -1.9726 -0.5402  0.222
H 2.2445 1.4636 0.0088  0.198
H 0.6339 1.7333 0.4616  0.361
H 2.8473 -0.7330 -0.6849  0.235
H -1.9940 1.8260 -0.6361  0.255
H -1.8812 1.4573 0.9598  0.241
H -2.1833 -1.6445 -0.7801  0.202
H -0.2956 -1.7637 0.5931  0.316
H -0.3335 -0.3824 1.7388  0.324